88
Properties=species:S:1:pos:R:3 method="wB97M-V/def2-TZVPD" e_lumo_ev=-7.41 de_lowest_kcal_mol=6.3 total_energy_ev=-119857.4640 gap_ev=5.82 charge=+2
Sn -0.6220 -1.9379 0.3408
C 3.5776 -1.8521 1.4526
C 2.9206 -0.7172 2.1862
N 3.6572 0.1195 2.8789
C 3.0535 1.0880 3.5983
C 1.7016 1.2757 3.6479
C 1.1178 2.3901 4.4848
O 0.1063 1.9386 5.3753
C 0.8829 0.4031 2.8517
C -0.5338 0.6603 2.7811
N -1.3720 0.2263 1.8980
C -2.6332 0.8563 1.9337
C -2.8051 2.2071 2.2856
C -4.0518 2.8002 2.2658
C -5.1706 2.0752 1.8463
C -5.0168 0.7614 1.4533
C -3.7537 0.1785 1.5165
I -3.5429 -1.7786 0.9592
C 1.5198 -0.5931 2.1477
O 0.8540 -1.5688 1.4752
H 4.6579 -1.7656 1.5290
H 3.2678 -1.8708 0.4062
H 3.2478 -2.8006 1.8800
H 3.7138 1.7394 4.1619
H 0.6463 3.1402 3.8442
H 1.9266 2.8913 5.0165
H 0.5101 1.6344 6.1952
H -0.8985 1.3423 3.5459
H -1.9363 2.7958 2.5454
H -4.1543 3.8375 2.5553
H -6.1484 2.5354 1.8154
H -5.8706 0.1895 1.1150
N 0.4663 -6.6285 0.8448
C -0.7623 -5.7417 0.9181
C -2.0324 -6.5737 1.0110
P -0.4033 -4.5889 2.3740
O -1.3105 -5.1290 3.5536
O 1.0333 -4.7970 2.6144
O -0.9814 -3.2148 1.9937
P -0.7468 -4.6248 -0.5221
O -0.5958 -5.6546 -1.7133
O 0.4698 -3.7253 -0.3494
O -1.9851 -3.7492 -0.5704
H 0.3248 -7.4771 1.3957
H 1.2247 -6.0739 1.3131
H 0.7131 -6.9032 -0.1081
H -2.0289 -7.1829 1.9152
H -2.1520 -7.2174 0.1381
H -2.8968 -5.9128 1.0594
H -2.0471 -4.5572 3.8002
H -0.9726 -5.4001 -2.5657
C -1.9042 4.8125 -4.8197
C -0.8701 3.7450 -5.1533
C -0.9263 2.5832 -4.1684
C 0.1050 1.5117 -4.4930
N 0.0666 0.3522 -3.5955
C 0.6820 0.2516 -2.4271
S 0.7694 -1.3619 -1.7132
N 1.3435 1.2634 -1.9182
C 2.1576 1.2444 -0.6912
C 3.6165 0.9101 -0.9668
C 4.2846 1.8355 -1.9832
C 4.2449 3.3092 -1.5937
H -1.8597 5.6419 -5.5231
H -1.7383 5.2196 -3.8190
H -2.9154 4.4017 -4.8575
H 0.1315 4.1849 -5.1472
H -1.0359 3.3721 -6.1674
H -1.9210 2.1297 -4.1813
H -0.7652 2.9572 -3.1521
H 1.1201 1.9210 -4.4832
H -0.0523 1.1253 -5.4991
H -0.4286 -0.4723 -3.8962
H 1.3022 2.1416 -2.4172
H 1.7113 0.5253 -0.0084
H 2.0599 2.2336 -0.2436
H 3.6831 -0.1266 -1.3071
H 4.1448 0.9646 -0.0111
H 3.8258 1.6961 -2.9685
H 5.3214 1.5180 -2.0995
H 3.2276 3.7122 -1.5799
H 4.8158 3.9135 -2.2969
H 4.6720 3.4638 -0.6012
Cl -2.9147 0.8419 -1.6738
C -2.7156 2.4963 -1.0559
Cl -1.0743 2.8263 -0.4900
H -3.3953 2.6257 -0.2223
H -2.9374 3.1807 -1.8670